Record 1
The following is a DFT calculation (wB97M-V/def2-TZVPD) of a 21-piece molecular cluster, C57H165N15O30 overall in a non-equilibrium geometry.

Gap between HOMO and LUMO: 7.6 eV
E_LUMO: -0.150 eV
Highest occupied orbital energy: -7.702 eV
ΔE to the lowest compared entry with this formula, charge and spin: 0.0 kJ/mol
Largest force on an atom: 0.155 Eh/bohr

```
267
C57H165N15O30 (wB97M-V/def2-TZVPD)
C 1.514 -4.118 -3.471
O 1.494 -2.830 -2.912
C 0.298 -2.063 -3.147
C 0.198 -0.814 -2.181
N 0.907 0.399 -2.729
C 2.297 0.160 -2.778
C 3.142 1.418 -3.379
O 3.533 2.158 -2.198
C 4.261 3.333 -2.453
H 2.559 -4.424 -3.529
H 1.132 -4.111 -4.491
H 0.948 -4.880 -2.935
H -0.611 -2.635 -2.961
H 0.296 -1.792 -4.203
H 0.611 -1.009 -1.191
H -0.862 -0.595 -2.049
H 0.696 1.232 -2.197
H 2.679 -0.672 -3.370
H 2.744 -0.040 -1.804
H 2.468 1.936 -4.061
H 3.989 1.121 -3.998
H 3.837 3.908 -3.276
H 5.234 2.965 -2.777
H 4.438 3.866 -1.519
C 2.709 -2.945 2.781
O 1.763 -1.888 2.728
C 2.040 -0.781 1.789
C 0.809 0.120 1.847
N 0.889 1.103 0.798
C 0.162 2.333 1.109
C 0.220 3.391 -0.043
O -0.219 2.796 -1.254
C 0.252 3.591 -2.394
H 2.697 -3.353 1.770
H 2.349 -3.671 3.511
H 3.725 -2.589 2.948
H 2.332 -1.059 0.776
H 2.804 -0.108 2.180
H 0.712 0.624 2.809
H -0.115 -0.452 1.759
H 0.490 0.743 -0.058
H 0.560 2.771 2.025
H -0.901 2.156 1.273
H 1.252 3.727 -0.140
H -0.407 4.191 0.350
H 1.262 3.949 -2.195
H -0.303 4.517 -2.544
H 0.132 2.909 -3.236
C 2.351 -6.063 6.168
O 1.115 -6.455 6.926
C 1.386 -7.394 7.980
C 0.232 -8.379 8.010
N 0.462 -9.531 7.051
C 0.355 -9.208 5.640
C -0.152 -10.410 4.835
O -1.539 -10.726 5.063
C -2.136 -11.490 4.034
H 2.690 -6.974 5.675
H 3.113 -5.814 6.906
H 2.156 -5.325 5.389
H 1.464 -6.800 8.891
H 2.336 -7.899 7.807
H -0.643 -7.743 7.877
H 0.176 -8.826 9.002
H -0.311 -10.180 7.036
H 1.315 -8.906 5.221
H -0.233 -8.317 5.419
H 0.498 -11.248 5.089
H 0.111 -10.244 3.790
H -1.984 -10.988 3.079
H -3.208 -11.666 4.126
H -1.707 -12.488 3.944
C -0.085 3.987 4.425
O 0.275 5.063 5.187
C -0.671 5.942 5.688
C -1.864 5.291 6.487
N -2.844 4.557 5.707
C -3.429 5.190 4.588
C -4.727 4.471 4.189
O -4.704 3.612 3.048
C -3.713 2.653 3.255
H -0.578 3.159 4.934
H 0.755 3.344 4.165
H -0.647 4.229 3.523
H -1.022 6.585 4.881
H -0.096 6.560 6.377
H -2.369 6.113 6.994
H -1.387 4.578 7.160
H -2.455 3.638 5.553
H -2.694 5.203 3.783
H -3.684 6.196 4.920
H -5.492 5.238 4.066
H -5.034 3.904 5.068
H -3.780 1.878 2.490
H -3.690 2.175 4.234
H -2.746 3.108 3.042
C 2.766 2.528 -7.335
O 1.709 2.883 -6.512
C 1.532 4.260 -6.223
C 0.000 4.544 -6.102
N -0.512 4.507 -7.409
C -1.958 4.211 -7.417
C -2.557 4.675 -8.720
O -2.155 3.887 -9.796
C -2.650 4.143 -11.131
H 2.931 1.453 -7.257
H 3.647 3.088 -7.019
H 2.653 2.773 -8.391
H 1.885 4.760 -7.125
H 2.118 4.670 -5.401
H -0.230 5.505 -5.643
H -0.372 3.741 -5.466
H -0.087 3.652 -7.738
H -2.432 4.753 -6.598
H -2.102 3.138 -7.294
H -2.134 5.625 -9.045
H -3.644 4.762 -8.709
H -2.063 4.823 -11.750
H -3.603 4.670 -11.168
H -2.791 3.206 -11.670
C 5.168 -6.962 -0.518
O 5.674 -5.825 -1.278
C 4.684 -4.770 -1.257
C 5.192 -3.620 -2.149
N 6.279 -2.853 -1.528
C 7.012 -2.108 -2.588
C 6.114 -1.114 -3.346
O 6.773 -0.333 -4.350
C 7.808 0.467 -3.842
H 4.843 -6.773 0.505
H 6.080 -7.557 -0.457
H 4.399 -7.529 -1.042
H 4.521 -4.321 -0.277
H 3.712 -5.107 -1.618
H 4.332 -2.974 -2.326
H 5.548 -4.084 -3.069
H 6.880 -3.362 -0.897
H 7.509 -2.747 -3.317
H 7.757 -1.551 -2.019
H 5.478 -0.542 -2.670
H 5.281 -1.560 -3.889
H 8.656 -0.168 -3.590
H 7.466 1.044 -2.983
H 8.151 1.209 -4.564
C -3.483 -7.793 6.939
O -2.879 -6.719 6.333
C -3.151 -6.649 4.869
C -2.121 -5.759 4.200
N -2.149 -4.412 4.780
C -1.302 -3.559 3.970
C -1.612 -2.077 4.156
O -2.941 -1.551 3.751
C -3.173 -1.607 2.368
H -2.970 -8.155 7.830
H -3.459 -8.701 6.337
H -4.539 -7.636 7.159
H -4.206 -6.444 4.684
H -3.052 -7.635 4.416
H -2.312 -5.750 3.127
H -1.127 -6.187 4.327
H -1.808 -4.370 5.730
H -1.424 -3.775 2.909
H -0.232 -3.739 4.077
H -0.801 -1.453 3.781
H -1.514 -2.091 5.241
H -3.124 -2.643 2.032
H -2.496 -0.967 1.802
H -4.231 -1.400 2.205
C -1.867 0.922 -4.995
O -3.084 0.822 -4.151
C -3.708 -0.399 -4.322
C -4.917 -0.553 -3.397
N -4.440 -0.777 -1.964
C -5.499 -1.067 -1.031
C -6.634 -0.031 -0.773
O -6.422 0.815 0.349
C -5.494 1.815 0.122
H -2.083 1.435 -5.933
H -1.329 -0.004 -5.197
H -1.087 1.538 -4.547
H -3.044 -1.237 -4.109
H -3.999 -0.404 -5.373
H -5.530 -1.426 -3.620
H -5.574 0.314 -3.460
H -3.868 0.005 -1.679
H -4.975 -1.435 -0.149
H -6.004 -1.870 -1.568
H -7.460 -0.711 -0.568
H -6.837 0.593 -1.644
H -4.518 1.356 0.280
H -5.535 2.526 0.947
H -5.534 2.370 -0.816
C -6.927 9.728 -4.214
O -6.138 8.591 -3.882
C -5.806 7.797 -5.023
C -4.566 7.033 -4.675
N -4.717 6.208 -3.428
C -3.498 5.575 -3.064
C -3.674 4.884 -1.732
O -3.751 5.859 -0.689
C -4.434 5.420 0.519
H -6.833 10.162 -5.209
H -6.921 10.511 -3.456
H -7.946 9.343 -4.231
H -5.539 8.435 -5.865
H -6.637 7.186 -5.376
H -3.754 7.708 -4.405
H -4.027 6.568 -5.500
H -4.780 6.906 -2.701
H -2.719 6.338 -3.066
H -3.299 4.859 -3.862
H -2.907 4.129 -1.558
H -4.609 4.323 -1.758
H -3.629 5.262 1.237
H -5.160 4.612 0.432
H -5.123 6.177 0.894
C 5.441 -5.829 3.212
O 5.719 -4.943 2.402
N 6.350 -6.456 3.924
N 4.320 -6.377 3.349
H 7.298 -6.137 4.063
H 6.076 -7.263 4.466
H 3.525 -6.142 2.772
H 4.087 -6.774 4.248
C -0.568 -4.196 0.221
O -1.288 -3.249 0.159
N -0.792 -5.375 -0.245
N 0.579 -4.112 0.793
H -1.605 -5.303 -0.839
H -0.232 -6.194 -0.054
H 0.936 -3.261 1.202
H 1.052 -4.986 0.976
C 2.523 6.894 -1.590
O 1.474 7.320 -1.259
N 3.355 6.187 -0.874
N 3.059 7.110 -2.757
H 4.345 6.197 -1.071
H 3.017 5.833 0.010
H 2.606 7.765 -3.378
H 4.061 6.981 -2.740
O 1.825 -1.191 5.593
H 2.022 -1.296 4.662
H 1.253 -0.423 5.632
O 3.345 2.310 1.925
H 2.519 1.877 1.709
H 3.108 3.229 2.053
O -2.651 1.397 -1.656
H -1.839 1.878 -1.494
H -2.900 1.640 -2.548
O 2.212 4.815 2.410
H 3.002 5.347 2.511
H 1.490 5.430 2.544
O 4.969 1.385 0.000
H 4.553 1.837 0.734
H 4.444 1.630 -0.762
O 5.214 -1.355 0.829
H 5.514 -1.629 -0.039
H 5.110 -0.406 0.758
O 0.314 0.951 5.414
H -0.463 0.807 5.955
H 0.872 1.521 5.942
O 6.379 -2.358 2.985
H 5.818 -1.966 2.316
H 6.094 -3.271 3.032
O -0.327 7.002 -3.362
H 0.314 7.068 -2.654
H -0.037 7.644 -4.009
```

Record 2
The following is a DFT calculation (wB97M-V/def2-TZVPD) of CH6N2O3S as an isolated structure in a non-equilibrium geometry.

Gap between HOMO and LUMO: 9.7 eV
E_LUMO: 0.327 eV
Highest occupied orbital energy: -9.389 eV
ΔE to the lowest compared entry with this formula, charge and spin: 139.5 kJ/mol
Largest force on an atom: 0.096 Eh/bohr

```
13
CH6N2O3S (wB97M-V/def2-TZVPD)
C 0.567 -0.293 -0.108
N 0.284 -0.439 1.217
N 0.084 -1.297 -0.962
O -1.064 1.875 0.441
O 0.740 2.225 -1.332
O -1.299 0.826 -1.725
S -0.265 1.317 -0.800
H 1.928 0.017 -0.289
H 1.104 -0.383 1.869
H -0.488 -1.027 1.454
H -0.351 -0.771 -1.809
H -0.780 -1.626 -0.450
H -0.699 2.595 1.009
```

largest force on an atom of number 1 (C57H165N15O30)? 0.155 Eh/bohr

Which value of gap between HOMO and LUMO does entry 1 give? 7.6 eV

Which of these has the lowest ΔE to the lowest compared entry with this formula, charge and spin? C57H165N15O30